Below is a 11-piece molecular cluster, C79H177N11O11 overall, with properties calculated with the ωB97M-V functional and the def2-TZVPD basis.

Energy in eV: -123683.89054
HOMO energy (alpha / beta) in eV: -9.284 / -9.284
Charge: +1
2S+1: 2
E_LUMO (alpha / beta) in eV: -2.0761 / -6.7217

Geometry as XYZ:
```
278
Properties=species:S:1:pos:R:3:forces:R:3:mulliken_charge:R:1
C 5.36603 -2.60911 2.48008 0.1 -0.2 -1.2 -0.16
C 6.38250 -3.20507 1.43058 -0.3 1.1 0.7 1.20
C 7.65396 -3.69949 2.10259 0.0 0.4 1.0 -1.20
O 8.11397 -2.77564 3.09948 1.1 -0.7 0.3 -0.28
C 9.36886 -3.26339 3.66723 -0.6 0.1 -0.3 -0.78
N 5.90381 -4.29620 0.58733 -0.3 -0.6 0.1 -0.43
H 5.74907 -1.70288 2.94924 0.7 -0.4 0.4 0.62
H 5.01222 -3.34210 3.20509 0.1 0.0 0.1 0.31
H 4.50775 -2.15956 1.98075 -0.3 -0.6 -0.4 -0.80
H 6.62523 -2.34940 0.80049 0.3 0.2 -0.1 -0.50
H 8.42071 -3.87141 1.34717 0.3 0.1 -0.2 0.46
H 7.47733 -4.65160 2.60299 -0.3 -0.3 -0.1 0.44
H 9.28534 -4.16158 4.27909 -0.7 -0.6 -0.4 0.32
H 9.80901 -2.60836 4.41909 -0.3 0.9 -0.6 0.26
H 10.04432 -3.45866 2.83431 0.3 0.1 0.2 0.31
H 6.68686 -4.77169 0.16209 0.4 -0.2 0.3 0.31
H 5.40336 -3.99331 -0.23602 -0.4 0.7 0.1 -0.02
C 3.78122 -0.03179 7.01021 -0.2 -0.1 0.4 -1.46
C 4.50549 0.89743 6.06955 1.1 1.7 0.3 1.02
C 3.85045 2.35255 6.15065 0.6 -1.8 -2.2 -0.76
O 4.19911 3.05825 4.96092 0.4 -0.2 -1.4 -0.31
C 3.58099 4.32573 4.81984 0.0 0.0 1.4 -0.84
N 5.97827 0.86018 6.36579 -1.2 0.0 0.3 -0.78
H 2.78947 -0.29515 6.64254 0.0 0.0 -0.2 0.31
H 3.62782 0.42047 7.99002 0.2 0.1 0.1 0.31
H 4.35365 -0.94625 7.16574 0.0 -0.1 -0.1 0.42
H 4.42259 0.53814 5.04381 -0.7 0.2 -0.2 -0.13
H 4.12914 2.98486 6.99363 -0.3 -0.5 0.5 0.44
H 2.81517 2.05644 5.98141 -0.6 0.6 1.0 0.31
H 3.80340 4.89854 3.91955 0.8 -0.6 -0.1 0.25
H 3.93152 4.85010 5.70881 -0.3 0.9 -0.1 0.39
H 2.49122 4.30812 4.83308 -0.3 -0.5 0.3 0.33
H 6.20944 -0.08723 6.10301 0.6 -0.2 0.1 0.26
H 6.47404 1.45545 5.71773 0.0 0.2 -0.2 0.30
C 4.32988 -0.52125 -3.70596 0.5 1.4 -0.2 -0.82
C 5.29629 -1.13238 -2.69676 -0.6 1.2 0.0 -0.09
C 5.45098 -0.10785 -1.47133 0.6 -1.8 -1.4 0.21
O 5.84323 1.11101 -2.03342 -0.3 1.0 1.0 -0.29
C 6.33555 2.03585 -1.04461 0.2 0.4 -1.1 -0.84
N 4.73720 -2.37611 -2.28684 -0.2 -1.8 1.5 -0.30
H 3.89300 -1.18242 -4.45434 0.2 -0.4 0.2 0.57
H 4.83563 0.27483 -4.25238 -0.2 0.2 0.0 0.16
H 3.52516 -0.07066 -3.12502 -0.3 0.1 -0.2 0.04
H 6.23548 -1.36928 -3.19666 0.3 0.4 0.3 0.48
H 6.18410 -0.43840 -0.73556 0.5 -0.3 -0.1 0.35
H 4.53032 -0.10938 -0.88782 -0.6 0.4 -0.2 -0.32
H 7.20435 1.60155 -0.54996 -0.1 0.0 0.4 0.38
H 5.60321 2.47303 -0.36591 -0.4 -0.9 0.4 0.27
H 6.65633 2.94261 -1.55742 0.3 -0.3 -0.5 0.30
H 4.59710 -2.98207 -3.08263 0.3 -0.1 -0.2 0.34
H 3.80276 -2.26156 -1.92105 -0.2 0.3 0.3 -0.20
C -1.16486 2.97429 -4.09992 0.3 1.4 0.5 -0.16
C -2.16687 2.27698 -4.93289 0.8 -1.5 -1.4 0.17
C -1.52026 1.84527 -6.26370 0.5 1.5 -0.9 -0.76
O -1.16511 3.10034 -6.99125 -0.2 -1.7 1.0 -0.35
C -0.90371 2.88933 -8.35992 -0.3 0.8 -0.5 -1.04
N -2.57474 1.07596 -4.20785 -0.1 -0.1 -0.2 -0.40
H -0.26888 2.40659 -3.84884 -0.1 -0.4 -0.3 -0.05
H -1.65292 3.23681 -3.16131 0.1 0.3 0.2 -0.07
H -0.84240 3.87891 -4.61547 0.0 0.1 0.2 0.08
H -3.03334 2.89549 -5.16691 0.1 0.4 -0.1 0.20
H -2.13397 1.20496 -6.89731 -0.7 0.3 -0.1 0.55
H -0.62265 1.23432 -6.16818 0.4 0.2 0.6 0.24
H -0.66359 3.86178 -8.78978 0.0 0.1 0.1 0.34
H -1.80566 2.56207 -8.87709 0.0 -0.4 -0.1 0.36
H -0.04099 2.26755 -8.59912 0.0 -0.5 0.3 0.35
H -3.09335 1.44398 -3.42318 -0.3 -0.4 0.4 0.16
H -3.22537 0.58284 -4.80252 -0.4 -0.3 0.1 0.24
C -3.19789 -3.50253 -4.70473 1.2 1.3 -1.9 -1.95
C -2.38790 -3.99347 -3.52151 -1.7 -0.6 2.5 1.82
C -3.44821 -4.70726 -2.60307 -1.1 -1.1 -0.5 -0.17
C -3.95395 -6.04018 -3.17200 1.6 -0.1 0.5 -1.17
C -2.75682 -6.94408 -3.45397 0.1 0.0 -1.3 -1.03
C -1.63911 -6.35530 -4.36214 -0.1 -0.3 -1.0 1.16
N -1.31839 -4.93765 -3.98841 -2.3 -1.1 1.1 1.60
O -0.31315 -4.35008 -4.66253 0.2 -0.2 -0.1 -0.51
C -0.36292 -7.24716 -4.27749 -0.2 -0.3 0.1 -1.79
C -2.22821 -6.38865 -5.81160 0.3 0.5 -0.9 -1.73
C -1.79601 -2.84839 -2.64079 0.4 -0.1 -1.6 -1.91
H -3.58829 -2.48956 -4.60681 -0.3 -0.2 0.7 0.44
H -3.95430 -4.14662 -5.15316 0.1 -0.1 0.6 0.28
H -2.47203 -3.33192 -5.49979 0.1 -0.1 -0.4 0.48
H -3.20327 -4.84070 -1.54936 0.5 0.2 -0.1 -0.23
H -4.40612 -4.18897 -2.64658 0.5 1.2 0.4 0.38
H -4.56149 -5.84614 -4.05594 0.2 -0.2 -0.2 0.43
H -4.60657 -6.59952 -2.50168 0.0 0.4 0.3 0.44
H -3.21595 -7.69614 -4.09561 0.6 -0.7 0.3 0.40
H -2.23012 -7.40111 -2.61623 -0.6 0.1 0.4 0.39
H 0.38788 -7.13200 -5.05924 -0.2 0.5 -0.1 0.38
H 0.14524 -7.22936 -3.31335 -0.1 0.6 0.2 0.22
H -0.64675 -8.29744 -4.34430 -0.5 0.0 -0.2 0.44
H -1.60209 -5.91328 -6.56664 0.3 0.5 0.3 0.38
H -2.35637 -7.36749 -6.27372 0.1 -0.5 0.8 0.46
H -3.20706 -5.91672 -5.89662 0.1 0.0 0.3 0.34
H -1.27977 -3.16178 -1.73339 -0.1 -0.4 0.0 -0.28
H -2.57634 -2.14082 -2.36053 0.0 -0.1 -0.1 0.39
H -1.07700 -2.32103 -3.26771 0.1 0.4 0.2 0.78
H 0.27400 -4.15626 -3.92817 1.0 0.6 -0.1 0.32
C 0.75231 6.26230 -5.05741 1.1 -0.4 -0.5 -1.57
C 2.21634 5.71378 -5.36709 -1.4 -0.3 0.5 1.33
C 2.84378 5.49359 -3.98792 2.4 0.1 0.1 -0.29
C 4.10541 4.59384 -3.96896 -0.9 -1.4 0.8 -1.20
C 3.72697 3.24780 -4.58298 0.3 0.8 0.4 -0.16
C 3.22348 3.46202 -5.99964 2.2 -1.2 -1.5 1.56
N 2.11493 4.43746 -6.10707 1.9 -0.3 4.2 1.41
O 1.50961 4.56199 -7.31191 -0.4 -0.3 -1.3 -0.56
C 4.47977 3.72978 -6.93960 -0.7 0.7 0.1 -1.95
C 2.75526 2.09474 -6.42167 -2.3 -0.7 0.0 -1.71
C 2.93372 6.82217 -6.10865 0.0 0.3 0.2 -1.68
H 0.16579 6.17711 -5.97220 -0.2 0.1 0.1 0.46
H 0.82964 7.30751 -4.75797 0.0 0.1 -0.1 0.43
H 0.27915 5.74243 -4.22438 0.0 -0.3 -0.2 0.04
H 3.31188 6.41924 -3.65302 -0.8 0.6 0.1 0.61
H 2.14841 5.16156 -3.21700 -0.1 -0.2 -0.2 -0.67
H 4.40577 4.39104 -2.94096 -0.2 0.2 0.4 0.46
H 5.02768 5.01128 -4.37301 -0.3 0.2 -0.7 0.47
H 2.99015 2.67226 -4.02266 -0.7 0.7 0.4 -0.49
H 4.54195 2.52977 -4.49173 0.5 0.2 -0.8 0.24
H 4.92916 4.70030 -6.72928 -0.1 0.1 -0.2 0.37
H 5.29612 3.01030 -6.87617 -0.3 -0.3 0.5 0.38
H 4.15209 3.67121 -7.97753 -0.1 0.4 -0.1 0.39
H 2.22385 2.16406 -7.37083 0.4 -0.4 -0.4 0.46
H 3.41048 1.22672 -6.34870 0.8 0.6 -0.5 0.42
H 1.97725 1.77360 -5.72909 -0.5 0.2 0.3 0.02
H 2.34605 7.14780 -6.96696 0.1 0.1 0.0 0.37
H 3.95322 6.60533 -6.42756 -0.1 -0.2 0.0 0.22
H 2.97066 7.60390 -5.34993 0.2 0.5 -0.5 0.48
H 0.76988 3.99214 -7.08899 -0.9 0.1 -0.9 0.44
C -3.22211 -1.87697 8.83467 -1.0 -0.8 -0.8 -1.76
C -3.80512 -1.43082 7.40260 0.8 1.5 0.2 1.45
C -2.65095 -1.22912 6.37584 0.2 0.2 0.3 -1.29
C -2.16364 -2.40850 5.57733 0.1 -1.3 0.7 0.11
C -3.31211 -3.27384 5.05278 0.1 1.3 0.8 -0.17
C -4.44829 -3.57534 6.17611 1.0 1.3 -3.3 1.55
N -4.85086 -2.23836 6.73824 3.0 -0.7 -1.9 0.71
O -5.93636 -2.39817 7.51835 -1.9 -0.2 1.7 -0.57
C -5.59544 -4.15776 5.30016 -0.6 0.5 0.9 -1.57
C -3.88919 -4.57541 7.12430 -0.3 -1.2 0.8 -1.94
C -4.42564 0.03617 7.54250 -0.3 -1.1 0.5 -1.74
H -2.46002 -2.65613 8.84975 0.3 0.1 -0.8 0.32
H -4.00880 -2.39968 9.37871 -0.4 0.5 0.2 0.39
H -2.81455 -1.05955 9.42950 -0.3 0.2 -0.2 0.42
H -2.92567 -0.46705 5.64654 -0.3 0.1 0.1 0.20
H -1.76395 -0.85774 6.88907 -0.2 0.4 0.3 0.37
H -1.50193 -3.05140 6.15779 0.1 0.0 0.4 0.37
H -1.51224 -2.01965 4.79466 -0.1 -0.1 -0.4 -0.32
H -2.88048 -4.17549 4.61826 -0.4 -0.4 0.1 0.52
H -3.68283 -2.64897 4.24024 -0.9 -0.4 -0.1 -0.65
H -6.56712 -4.15499 5.79408 0.1 -0.3 0.6 0.44
H -5.82945 -3.53005 4.44034 0.6 0.0 -0.2 0.17
H -5.36784 -5.18424 5.01268 0.1 0.1 -0.2 0.35
H -2.88945 -4.35548 7.49881 -0.3 0.3 0.2 0.28
H -4.60859 -4.77575 7.91830 0.2 0.3 0.4 0.37
H -3.80005 -5.55620 6.65718 0.1 0.0 -0.4 0.46
H -5.35898 0.07053 8.10445 -0.1 -0.5 0.3 0.51
H -4.71662 0.43443 6.57048 0.5 0.0 -0.1 0.21
H -3.78077 0.70102 8.11714 0.3 0.0 -0.4 0.39
H -6.46245 -1.62808 7.29082 -0.5 -0.1 0.1 0.37
C -5.60943 -1.77352 -0.51294 0.2 0.6 0.7 -1.92
C -5.51039 -0.88672 0.78904 -0.4 -2.1 0.9 1.65
C -4.17073 -0.07027 0.68116 -1.0 -1.0 1.4 0.07
C -4.16078 1.05073 1.70206 1.8 -0.7 -1.4 0.43
C -5.21186 1.99968 1.52646 -3.3 0.3 0.3 -1.51
C -6.63558 1.32767 1.66228 0.6 -1.0 0.1 2.19
N -6.66681 0.01818 0.92934 0.8 1.4 -1.5 0.55
O -7.94162 -0.60822 1.07498 1.1 -0.1 0.0 -0.49
C -6.95763 1.02575 3.14226 -0.1 0.4 0.4 -1.55
C -7.63160 2.28236 1.02072 -0.9 0.4 1.0 -2.21
C -5.50585 -1.90278 2.03581 0.6 1.2 -0.5 -1.37
H -6.27549 -2.63332 -0.44075 -0.3 0.2 0.2 0.44
H -4.61817 -2.19282 -0.68530 0.2 0.0 0.0 0.10
H -5.86585 -1.16154 -1.37770 -0.1 0.1 0.0 0.49
H -3.30869 -0.61755 1.06257 -0.2 -1.1 -0.5 -0.45
H -3.98587 0.13038 -0.37415 0.0 0.8 0.1 0.33
H -3.24832 1.61425 1.50721 0.6 -0.2 0.7 -0.29
H -4.23354 0.65224 2.71400 0.6 -0.2 0.0 -0.21
H -5.21337 2.47010 0.54319 0.3 0.4 0.1 0.13
H -5.07710 2.66243 2.38126 -0.6 0.9 -0.4 0.46
H -6.08753 0.66195 3.68876 0.2 0.1 -0.1 -0.08
H -7.32532 1.90256 3.67527 0.1 0.2 0.0 0.47
H -7.71040 0.25523 3.30884 -0.1 0.0 -0.5 0.41
H -7.63584 2.33867 -0.06782 0.2 -0.3 0.1 0.40
H -8.63853 2.09078 1.39154 -0.2 -0.4 -0.3 0.46
H -7.46728 3.28961 1.40350 0.4 0.2 0.0 0.43
H -5.53803 -1.31586 2.95374 -0.3 0.0 0.1 0.22
H -4.57010 -2.45368 2.13053 0.1 -0.3 -0.4 0.02
H -6.34592 -2.59733 2.03180 0.0 0.2 -0.2 0.50
H -8.30395 -0.48662 0.19433 -0.3 -0.1 -0.1 0.34
C 1.82506 3.20931 -0.47827 -0.9 -0.8 0.7 -2.05
C 1.07242 1.81448 -0.18911 0.1 0.3 0.4 2.84
C 1.54460 0.80182 -1.30166 -0.2 -0.7 -0.1 -1.49
C 1.18740 -0.71880 -1.05853 -0.6 1.6 0.4 -0.14
C 1.59206 -1.14626 0.36439 -0.2 1.0 -1.2 0.21
C 1.21515 -0.11570 1.48264 0.7 -1.0 0.8 2.31
N 1.56329 1.27994 1.11764 0.9 -3.2 -3.7 1.10
O 1.47326 2.08958 2.16963 -0.6 1.9 1.9 -0.60
C -0.26616 -0.30915 1.95291 0.3 -0.1 -0.2 -0.89
C 2.21860 -0.57395 2.64749 -1.3 1.1 0.6 -2.17
C -0.51115 2.04733 -0.23013 1.3 0.4 0.0 -0.86
H 1.76978 3.94469 0.32439 -0.4 -0.3 0.5 0.57
H 1.35772 3.73704 -1.30966 0.2 -0.3 -0.4 0.16
H 2.90078 3.08210 -0.59963 -0.1 -0.3 -0.5 0.07
H 1.16542 1.11420 -2.27467 -0.6 0.1 0.0 0.14
H 2.61009 0.87103 -1.52083 0.3 0.2 0.8 -0.80
H 1.56391 -1.38455 -1.83514 0.7 0.1 0.0 0.90
H 0.11512 -0.80373 -1.23487 -0.4 0.0 0.5 -0.30
H 2.67600 -1.26043 0.37636 0.2 0.1 0.0 -0.67
H 1.19539 -2.14737 0.53324 -0.2 0.1 0.5 -0.61
H -0.26909 -1.18373 2.60345 -0.3 0.0 0.1 -0.03
H -0.74620 0.52227 2.46906 0.7 0.2 0.4 0.50
H -0.98427 -0.46924 1.14868 0.3 -0.4 -0.4 -0.37
H 3.26766 -0.34228 2.46332 -0.1 0.0 -0.4 0.33
H 1.95043 -0.05775 3.56929 0.0 0.4 0.1 0.72
H 2.13137 -1.61006 2.97453 -0.1 -0.3 -0.7 -0.03
H -1.16878 1.17946 -0.18087 0.4 -0.3 -0.5 -0.16
H -0.65974 2.63834 -1.13386 -0.5 -0.2 -0.1 -0.07
H -0.87663 2.63828 0.60969 0.4 0.3 0.2 0.47
H 2.39363 2.28193 2.36332 0.1 0.3 0.5 0.33
C -0.55312 -6.55783 2.15962 -0.3 -0.3 -0.2 -1.94
C -0.17567 -5.23150 1.40800 -1.2 -0.8 0.4 1.69
C 0.60205 -4.31881 2.39102 -0.2 -0.2 -0.1 -0.32
C 2.05631 -4.66462 2.53979 0.1 -1.2 -2.3 -1.36
C 2.70497 -4.86801 1.05954 -0.6 0.9 2.1 0.02
C 1.96471 -5.71435 0.01074 0.8 -1.3 -0.1 0.93
N 0.52474 -5.44903 0.11715 1.2 0.4 0.3 1.31
O -0.21340 -5.97614 -0.93590 0.4 -0.3 0.9 -0.40
C 2.50818 -5.37729 -1.41560 -0.8 -0.4 0.1 -1.27
C 2.34467 -7.27490 0.24915 -0.7 1.9 0.1 -1.53
C -1.50893 -4.50041 1.06813 1.0 0.5 -0.3 -1.32
H -1.20849 -6.28690 2.98739 -0.1 0.1 0.0 0.42
H 0.19407 -7.21140 2.60977 0.7 0.6 -0.1 0.34
H -1.10654 -7.25677 1.53248 -0.2 0.3 -0.3 0.41
H 0.53100 -3.25753 2.15284 -0.2 0.0 -0.4 -0.49
H 0.09372 -4.43701 3.34795 -0.1 0.1 0.1 0.73
H 2.18612 -5.62809 3.03272 0.0 0.1 0.3 0.46
H 2.55541 -3.88208 3.11131 0.3 -0.2 -0.2 0.44
H 3.67099 -5.29564 1.32796 0.2 0.2 -0.9 0.67
H 2.79615 -3.87208 0.62606 0.4 0.1 0.1 -0.70
H 3.59591 -5.44755 -1.41460 -0.1 0.1 0.0 0.43
H 2.11530 -6.08385 -2.14672 0.2 -0.4 0.2 0.29
H 2.17384 -4.43659 -1.85308 0.2 0.6 0.6 -0.04
H 2.07953 -7.87001 -0.62472 -0.4 -0.1 0.3 0.32
H 3.41975 -7.36178 0.40647 -0.1 0.1 0.0 0.40
H 1.80545 -7.49007 1.17167 0.2 -0.8 -0.2 0.40
H -1.98861 -4.08226 1.95308 0.0 -0.3 0.1 0.12
H -2.23487 -5.02292 0.44517 0.1 -0.4 0.3 0.33
H -1.15736 -3.64526 0.49087 -0.3 0.4 -0.1 -0.11
H -0.66520 -5.19328 -1.25936 -0.7 0.3 -0.6 0.19
C 1.22480 7.17164 0.33116 0.8 -1.1 0.8 -1.97
C -0.22706 7.62773 0.27320 1.1 1.1 -1.2 1.47
C -0.25115 8.13285 -1.21284 -2.1 0.7 0.2 -0.67
C -1.69471 8.33415 -1.69232 -0.2 -1.4 0.3 -0.90
C -2.53968 7.08686 -1.48651 -0.1 -0.8 0.6 -0.62
C -2.58062 6.51307 -0.02432 1.6 0.5 0.7 1.55
N -1.11787 6.48148 0.38564 -0.4 0.1 -2.0 1.11
O -0.86291 5.79260 1.56337 -0.3 -0.5 0.6 -0.63
C -3.31340 7.49435 0.90539 -0.9 -0.7 -1.4 -1.85
C -3.20880 5.04194 0.00608 0.4 1.7 -0.5 -1.81
C -0.33406 8.85964 1.22266 -0.3 -0.2 0.3 -1.92
H 1.40415 6.30962 -0.31137 -0.1 0.1 -0.4 0.05
H 1.57302 6.80009 1.29490 -0.2 0.3 0.4 0.43
H 1.88870 7.98445 0.03676 -0.1 0.0 -0.1 0.58
H 0.06227 9.16877 -1.34224 1.2 -0.2 0.5 0.21
H 0.32793 7.46125 -1.84665 -0.2 0.0 -0.1 0.11
H -1.72406 8.49013 -2.77071 0.0 0.6 0.1 0.50
H -2.15482 9.14539 -1.12813 0.1 0.4 -0.4 0.30
H -2.09994 6.32268 -2.12742 -0.1 -0.3 -0.1 -0.01
H -3.54937 7.29094 -1.84287 -0.2 -0.2 0.1 0.45
H -3.17033 7.27039 1.96249 0.0 0.2 -0.1 0.31
H -3.10515 8.52359 0.61314 0.4 0.0 0.5 0.35
H -4.34686 7.36893 0.58239 -0.5 0.1 0.7 0.50
H -2.57952 4.36394 -0.57049 0.2 -0.1 0.2 -0.17
H -3.45130 4.64081 0.99015 0.4 0.2 0.1 0.62
H -4.15202 5.10531 -0.53652 -0.1 0.1 0.0 0.56
H -0.63148 8.67967 2.25575 -0.3 -0.6 -0.1 0.38
H -1.01140 9.62027 0.83442 0.1 0.1 0.0 0.34
H 0.66079 9.28198 1.36409 0.0 0.2 -0.4 0.47
H -0.51688 4.98414 1.17835 0.2 -0.4 0.6 0.29
```
Positions in Å, forces in eV/Å.